No. 1
Molecular formula: C37H28Cl3F3N3O5OsPS2
Method: DFT, ωB97M-V/def2-TZVPD

Results
Spin multiplicity: 5
LUMO (alpha / beta), eV: 0.14 / -0.90
Frontier orbital gap (alpha / beta), eV: 7.437 / 7.598
E_HOMO (alpha / beta), Eh: -0.2683 / -0.3124
⟨S²⟩: 6.052

Geometry as XYZ:
```
83
Properties=species:S:1:pos:R:3:forces:R:3
Os 1.2090 -1.3233 -0.4410 -0.65 0.08 -0.23
Cl -1.5580 1.3146 0.6718 -0.03 0.02 0.01
C -2.5349 1.3803 -0.7500 -0.01 -0.06 -0.09
C -3.6298 2.2416 -0.7306 0.08 -0.03 0.07
C -4.4308 2.3649 -1.8456 -0.05 0.01 -0.04
C -4.1363 1.6377 -2.9939 -0.02 0.03 0.01
C -3.0477 0.7919 -3.0030 0.06 -0.01 0.04
C -2.2266 0.6250 -1.8761 -0.15 0.05 -0.02
P -0.8009 -0.5197 -2.0949 0.21 0.07 0.15
C -0.1786 0.2153 -3.6493 0.05 -0.03 -0.12
C -0.0624 -0.4883 -4.8426 -0.07 0.06 0.03
C 0.3727 0.1568 -5.9926 0.01 -0.01 -0.01
C 0.6945 1.5018 -5.9579 0.02 0.00 -0.03
C 0.5840 2.2085 -4.7683 -0.01 0.04 0.05
C 0.1513 1.5713 -3.6205 0.00 -0.02 -0.01
C -1.6026 -2.0648 -2.6362 0.02 -0.08 -0.02
C -0.7553 -3.0920 -3.0592 -0.01 -0.05 0.02
C -1.2708 -4.3262 -3.4190 0.03 0.03 0.01
C -2.6380 -4.5569 -3.3451 -0.03 -0.01 -0.01
C -3.4839 -3.5468 -2.9158 -0.02 -0.03 -0.01
C -2.9709 -2.3061 -2.5635 0.02 0.03 0.04
H -3.8261 2.8107 0.1676 -0.01 0.00 -0.01
H -5.2789 3.0369 -1.8237 0.01 0.00 -0.01
H -4.7456 1.7399 -3.8819 0.00 0.00 0.01
H -2.8089 0.2470 -3.9081 -0.01 0.00 0.01
H -0.3222 -1.5357 -4.8936 0.01 -0.01 -0.01
H 0.4643 -0.4015 -6.9152 0.00 0.00 0.00
H 1.0404 1.9999 -6.8544 0.00 0.00 0.01
H 0.8462 3.2580 -4.7306 0.00 -0.01 0.00
H 0.0804 2.1280 -2.6936 0.00 -0.01 0.00
H 0.3177 -2.9317 -3.0865 0.00 0.01 -0.01
H -0.6009 -5.1117 -3.7446 0.00 0.00 0.00
H -3.0408 -5.5241 -3.6178 0.00 0.01 0.01
H -4.5502 -3.7218 -2.8477 0.01 0.00 0.00
H -3.6453 -1.5368 -2.2118 0.01 0.00 -0.01
N -2.5824 -6.6166 1.0178 -0.03 -0.03 -0.01
C -1.7910 -5.5519 0.6820 0.03 0.07 0.00
C -2.2963 -4.2480 0.6566 -0.02 -0.05 0.00
C -1.4715 -3.2162 0.2707 0.01 -0.05 0.02
N -0.2026 -3.3860 -0.1019 0.04 0.07 -0.03
C 0.2871 -4.6258 -0.0612 0.01 -0.06 -0.12
C -0.4515 -5.7255 0.3174 0.01 0.01 -0.01
H -3.4482 -6.4336 1.4937 0.01 0.00 0.00
H -2.1368 -7.4865 1.2508 0.00 0.01 0.01
H -3.3213 -4.0436 0.9404 0.01 0.00 0.00
H -1.8372 -2.1963 0.2806 0.01 0.01 -0.02
H 1.3272 -4.7338 -0.3459 0.00 -0.01 0.01
H 0.0052 -6.7070 0.3248 -0.01 0.01 0.00
Cl -1.4566 -1.7289 3.1946 -0.08 -0.01 0.02
C -0.3422 -0.4165 3.3864 0.10 0.02 -0.05
C -0.3343 0.2757 4.5757 -0.01 0.02 -0.02
C 0.5814 1.3054 4.7662 -0.04 -0.01 0.05
C 1.4617 1.6413 3.7510 0.06 0.04 -0.11
C 1.4386 0.9571 2.5502 -0.11 -0.06 -0.01
Cl 2.5063 1.4338 1.2856 0.03 -0.03 0.01
C 0.5468 -0.1267 2.3114 -0.03 -0.04 0.05
N 0.4970 -0.8307 1.1799 -0.07 0.14 0.32
H -1.0422 0.0068 5.3492 0.01 0.03 0.00
H 0.6053 1.8440 5.7034 -0.01 -0.01 0.01
H 2.1743 2.4450 3.8781 -0.01 -0.01 0.01
F 4.7426 -0.1166 -0.7268 0.00 0.00 0.03
C 4.6556 -0.3345 -2.0359 -0.07 0.00 -0.01
F 5.3807 0.5939 -2.6570 0.01 0.02 -0.03
F 5.1666 -1.5325 -2.3120 0.02 -0.03 -0.01
S 2.9015 -0.2271 -2.6389 0.13 0.09 0.08
O 2.2704 0.7576 -1.7777 0.26 0.05 -0.13
O 3.0485 0.0413 -4.0298 -0.05 -0.08 -0.09
O 2.3106 -1.5728 -2.3335 -0.06 -0.03 0.13
O 1.2168 -1.6351 6.9436 -0.07 0.00 0.02
C 2.4482 -1.4671 6.4086 0.08 0.00 -0.01
O 3.3384 -1.0265 7.0797 -0.02 -0.03 0.00
C 2.6001 -1.8380 4.9688 0.00 -0.03 -0.02
C 1.7306 -2.7078 4.3149 0.02 -0.06 -0.03
C 1.8638 -2.9414 2.9577 0.00 0.03 0.04
C 2.8566 -2.2867 2.2378 -0.07 -0.06 -0.10
S 2.9414 -2.4519 0.4697 0.38 -0.06 0.12
C 3.7681 -1.4701 2.8971 0.03 0.02 -0.02
C 3.6416 -1.2527 4.2580 -0.02 0.03 0.02
H 0.5798 -1.8298 6.2443 0.03 0.00 0.00
H 0.9340 -3.2199 4.8446 0.02 0.03 0.03
H 1.1556 -3.5774 2.4423 0.02 -0.02 0.01
H 4.5448 -0.9701 2.3332 0.00 -0.01 -0.01
H 4.3225 -0.5957 4.7826 0.00 0.00 0.00
```
Forces are in eV/Å.

---

No. 2
Molecular formula: C9H14N2
Method: DFT, ωB97M-V/def2-TZVPD

Results
Spin multiplicity: 1
LUMO, eV: -0.13
Frontier orbital gap, eV: 7.988
E_HOMO, Eh: -0.2983

Geometry as XYZ:
```
25
Properties=species:S:1:pos:R:3:forces:R:3
C 2.7461 0.8617 -1.1120 -1.39 1.17 2.18
C 1.4585 1.1458 -0.3248 2.61 -2.75 1.47
C 1.0540 0.2912 0.6083 0.13 -1.86 0.03
C -0.3270 0.0753 1.1261 -1.00 -2.18 -3.00
C -0.5184 -0.8869 2.2535 -1.19 -1.52 -1.64
N -0.9378 1.3064 1.3743 -1.47 2.90 -1.94
C -1.4409 1.9430 0.3521 0.15 -2.11 1.14
C -1.6526 1.3229 -0.9944 0.11 -0.08 -1.26
N -1.4763 0.1000 -1.2898 -1.05 0.73 -0.44
C -1.1420 -0.8139 -0.2865 1.80 0.52 2.71
C -0.4699 -2.0159 -0.9051 1.38 -0.12 0.50
H 2.3688 1.0449 -2.0665 0.52 0.64 -2.14
H 3.5975 1.4596 -0.7506 -0.27 -0.23 -0.63
H 2.8793 -0.1756 -1.0374 0.87 -1.39 0.16
H 0.9199 1.9459 -0.6318 -1.70 2.46 -0.63
H 1.6327 -0.6431 0.8301 0.04 1.06 -0.36
H -0.1051 -1.8648 1.8959 -0.06 0.71 0.78
H -1.6284 -1.0612 2.3341 1.09 0.27 0.39
H -0.0935 -0.5335 3.1503 0.47 0.17 1.24
H -1.8562 2.9206 0.4706 -0.10 0.61 0.39
H -2.0169 1.8990 -1.8876 0.46 0.17 1.22
H -2.0008 -1.3003 0.1324 -1.15 0.58 0.61
H 0.3352 -1.6969 -1.5624 0.25 -0.22 -0.01
H -1.1973 -2.5365 -1.4879 -0.61 -0.15 -0.71
H -0.1291 -2.7879 -0.1910 0.12 0.63 -0.06
```
Forces are in eV/Å.

---

No. 3
Molecular formula: C5H12N2O
Method: DFT, ωB97M-V/def2-TZVPD

Results
Spin multiplicity: 1
LUMO (alpha / beta), eV: -0.42 / 0.56
Frontier orbital gap (alpha / beta), eV: 6.870 / 9.014
E_HOMO (alpha / beta), Eh: -0.2678 / -0.3106

Geometry as XYZ:
```
20
Properties=species:S:1:pos:R:3:forces:R:3
C -0.0028 -1.9934 -1.2666 -1.76 -0.07 2.02
C -0.8585 -1.3347 0.9449 2.55 -1.71 3.23
C -1.6277 0.1107 -1.1333 -1.06 -1.88 -0.15
C 1.5906 2.7276 1.2931 0.03 -0.29 1.47
C -0.6810 -0.9127 -0.4214 0.09 0.80 -1.66
N 1.1080 1.3679 1.0246 -2.27 0.69 2.52
N 1.2123 0.6169 0.1053 -0.48 -0.87 -0.98
O 1.8911 0.5664 -0.8995 0.91 0.33 -1.04
H 1.0093 -1.7030 -1.5130 0.18 -0.01 -0.61
H -0.0041 -2.8749 -0.5517 0.41 0.66 -1.29
H -0.7303 -2.1920 -2.0682 0.94 -0.14 -0.32
H -1.5627 -2.1909 1.1372 0.37 0.66 -0.51
H -1.0563 -0.5797 1.6933 -0.42 0.52 -0.11
H 0.2384 -1.7626 1.3538 -2.80 0.86 -1.10
H -1.8114 -0.2982 -2.2546 0.33 1.32 2.61
H -2.6593 0.1705 -0.5518 2.04 -0.13 -1.28
H -1.1803 1.1156 -1.1236 -0.24 -0.31 -0.27
H 1.6532 2.8564 2.4538 -0.09 -0.36 -2.24
H 0.9098 3.5218 0.9186 0.33 -0.76 -0.02
H 2.5618 2.7883 0.8591 0.91 0.68 -0.29
```
Forces are in eV/Å.

---

Sequential relative energy (zero: lowest compared OMol25 entry of this formula, charge and spin) output: 0.0, 80.0, 170.4 kcal per mole
Sequential F_max output: 0.7, 4.1, 4.5 eV/Å